Entry 1:
Formula: C45H31N11PSScSe2
Source: the OMol25 dataset
Level of theory: ωB97M-V with the def2-TZVPD basis set

```
92
Properties=species:S:1:pos:R:3
Sc 0.520 0.229 -0.606
C 1.418 1.268 -7.341
C 2.448 0.324 -7.213
C 2.713 -0.226 -5.979
C 2.061 0.269 -4.864
C 1.978 -0.299 -3.521
N 0.912 0.352 -2.866
C 0.416 1.240 -3.677
N -0.707 2.013 -3.528
C -1.529 1.797 -2.598
C -2.857 2.372 -2.640
C -3.446 3.124 -3.642
C -4.785 3.414 -3.471
C -5.464 3.039 -2.311
C -4.874 2.232 -1.321
C -3.560 1.880 -1.559
C -2.630 0.988 -0.849
N -3.045 0.214 0.182
C -2.276 -0.749 0.641
N -1.000 -1.056 0.405
C -0.702 -2.317 0.949
N 0.341 -3.063 0.837
C 1.287 -2.810 -0.088
N 1.378 -1.773 -0.939
C 2.243 -2.098 -1.977
N 2.538 -1.341 -3.088
C 2.778 -3.439 -1.786
C 3.681 -4.185 -2.530
C 4.010 -5.418 -1.927
C 3.512 -5.792 -0.728
C 2.617 -5.059 0.040
C 2.217 -3.856 -0.524
C -1.884 -2.787 1.633
C -2.087 -3.997 2.310
C -3.386 -4.242 2.788
C -4.395 -3.224 2.662
C -4.130 -2.076 1.929
C -2.870 -1.855 1.445
N -1.396 1.033 -1.428
C 1.067 1.233 -4.982
C 0.738 1.747 -6.255
H 1.088 1.650 -8.311
H 3.055 0.020 -8.065
H 3.499 -0.944 -5.852
H -2.984 3.469 -4.537
H -5.352 3.906 -4.232
H -6.498 3.300 -2.173
H -5.429 1.846 -0.496
H 4.142 -3.836 -3.452
H 4.695 -6.007 -2.503
H 3.830 -6.762 -0.337
H 2.282 -5.293 1.082
H -1.328 -4.767 2.373
H -3.605 -5.230 3.235
H -5.389 -3.465 2.954
H -4.880 -1.317 1.802
H -0.036 2.466 -6.377
Se 1.662 0.149 2.042
P 0.234 1.444 3.102
Se -0.745 2.969 2.016
C -1.033 0.368 3.859
C -0.821 -0.983 4.047
C -1.802 -1.694 4.716
C -3.035 -1.127 5.039
C -3.250 0.222 4.825
C -2.249 0.957 4.181
C 1.174 2.181 4.538
C 1.220 1.615 5.784
C 1.967 2.188 6.788
C 2.682 3.347 6.523
C 2.669 3.897 5.269
C 1.919 3.330 4.259
H 0.105 -1.420 3.752
H -1.650 -2.746 4.957
H -3.788 -1.744 5.493
H -4.172 0.766 5.034
H -2.355 2.039 3.981
H 0.725 0.692 5.983
H 2.157 1.736 7.749
H 3.227 3.940 7.234
H 3.135 4.869 5.073
H 1.780 3.775 3.269
N 2.933 0.725 -0.814
N 3.377 1.801 -1.607
C 2.494 2.835 -1.736
N 2.801 3.824 -2.556
S 1.191 2.893 -0.659
H 3.095 1.023 0.180
H 3.561 -0.083 -1.002
H 3.989 1.512 -2.365
H 3.620 3.871 -3.154
H 2.244 4.690 -2.494
```

* gap between HOMO and LUMO (alpha / beta): 5.0 / 5.0 eV
* lowest unoccupied orbital energy (alpha / beta): -1.329 / -1.329 eV
* electronic energy: -235083.41530 eV
* F_max: 3.9 eV/Å
* ΔE to the lowest compared entry with this formula, charge and spin: 0.8608 eV
* net charge: 0

***

Entry 2:
Formula: C45H31N6O2S3W
Source: the OMol25 dataset
Level of theory: ωB97M-V with the def2-TZVPD basis set

```
88
Properties=species:S:1:pos:R:3
W 0.020 -0.303 0.852
S -1.222 -0.289 7.904
C -2.887 -0.463 8.229
C -3.603 -0.713 7.098
C -2.788 -0.769 5.942
C -1.461 -0.560 6.220
C -0.340 -0.553 5.283
C -0.601 -0.489 3.901
N 0.353 -0.502 2.985
C 1.649 -0.569 3.385
C 2.013 -0.613 4.735
C 3.408 -0.686 5.064
C 4.353 -0.718 4.097
C 3.996 -0.673 2.707
C 4.929 -0.710 1.663
C 4.503 -0.657 0.346
C 3.120 -0.559 0.113
N 2.212 -0.534 1.078
C 2.642 -0.589 2.367
C 5.424 -0.690 -0.789
C 5.133 -0.938 -2.106
C 6.275 -0.880 -2.940
C 7.410 -0.587 -2.248
S 7.112 -0.422 -0.577
C 0.984 -0.605 5.686
H -3.252 -0.368 9.238
H -4.673 -0.855 7.089
H -3.180 -0.979 4.956
H -1.613 -0.422 3.528
H 3.689 -0.720 6.108
H 5.402 -0.777 4.355
H 5.983 -0.789 1.901
H 2.742 -0.482 -0.897
H 4.145 -1.168 -2.477
H 6.252 -1.044 -4.007
H 8.411 -0.475 -2.630
H 1.239 -0.657 6.736
N 0.295 0.507 -6.463
C 0.430 -0.020 -7.730
C 0.389 0.557 -8.996
C 0.568 -0.296 -10.063
C 0.782 -1.675 -9.884
C 0.820 -2.242 -8.631
C 0.638 -1.395 -7.535
N 0.620 -1.688 -6.187
C 0.412 -0.544 -5.590
C 0.326 -0.414 -4.139
C 0.257 -1.574 -3.362
C 0.185 -1.460 -1.996
N 0.187 -0.274 -1.355
C 0.249 0.843 -2.100
C 0.317 0.812 -3.478
H 0.074 1.460 -6.239
H 0.225 1.617 -9.141
H 0.545 0.104 -11.068
H 0.916 -2.298 -10.758
H 0.981 -3.301 -8.487
H 0.257 -2.542 -3.840
H 0.116 -2.337 -1.364
H 0.266 1.775 -1.553
H 0.382 1.753 -4.007
N -1.625 -0.923 0.997
C -2.818 -1.503 1.383
C -3.911 -0.682 1.690
C -5.096 -1.252 2.123
C -5.202 -2.632 2.251
C -4.120 -3.447 1.942
C -2.928 -2.893 1.508
H -3.814 0.392 1.580
H -5.942 -0.619 2.354
H -6.131 -3.073 2.586
H -4.207 -4.521 2.041
H -2.076 -3.515 1.268
O -4.704 6.379 1.421
C -4.705 5.047 1.212
O -5.739 4.452 1.105
C -3.374 4.364 1.160
C -3.330 3.104 0.571
C -2.144 2.396 0.510
C -0.977 2.924 1.060
S 0.574 2.069 1.043
C -1.020 4.184 1.656
C -2.206 4.898 1.699
H -3.812 6.735 1.376
H -4.244 2.688 0.169
H -2.139 1.411 0.060
H -0.124 4.597 2.100
H -2.205 5.856 2.205
```

* gap between HOMO and LUMO (alpha / beta): 6.3 / 6.6 eV
* lowest unoccupied orbital energy (alpha / beta): -3.341 / -3.771 eV
* electronic energy: -94533.41374 eV
* F_max: 0.5 eV/Å
* ΔE to the lowest compared entry with this formula, charge and spin: 0.0000 eV
* net charge: +1
* 2S+1: 3

***

The lowest ΔE to the lowest compared entry with this formula, charge and spin belongs to which entry?
C45H31N6O2S3W